Formula: C29H34N6O2S2Sr
Source: OMol25
Level of theory: ωB97M-V/def2-TZVPD

Properties
Charge ... 0
ΔE to the lowest compared entry with this formula, charge and spin ... 0.000 eV
Gap between HOMO and LUMO ... 6.06 eV
Maximum force ... 4.20 eV Å⁻¹
Calculated total energy ... -66165.514 eV
HOMO level ... -5.95 eV

The geometry in XYZ format:
```
74
Properties=species:S:1:pos:R:3:forces:R:3:mulliken_charge:R:1
Sr 0.87394 0.37435 0.21143 -1.247 0.127 0.444 1.24
C 0.84158 -2.15204 3.11995 0.802 0.171 0.046 -1.45
N 1.72807 -1.57952 2.07270 -1.488 -1.736 -0.388 0.86
C 2.02981 -2.72660 1.17993 1.383 1.587 -1.234 -1.37
C 2.93579 -0.98809 2.57557 0.011 -0.406 0.268 -1.48
C 3.81150 -0.59762 1.44033 3.718 0.712 -1.076 0.84
C 5.21257 -0.78450 1.40225 -1.216 -1.217 0.961 -0.65
C 5.96166 -0.58776 0.25146 0.721 0.427 0.424 -0.75
C 5.42724 0.13277 -0.80868 -0.204 0.413 -1.268 -0.39
C 4.07765 0.50356 -0.74811 1.030 -0.006 -0.080 -0.79
C 3.37119 0.06229 0.32567 -4.059 0.931 0.554 0.59
H 1.28623 -3.00497 3.71199 -0.217 0.518 -0.834 0.33
H -0.09301 -2.42066 2.64460 -0.103 -0.432 -0.058 0.35
H 0.58831 -1.40699 3.83993 -0.077 0.814 0.606 0.34
H 2.96699 -3.19727 1.49906 -0.267 -0.482 0.267 0.41
H 2.27849 -2.36793 0.13485 -0.539 -0.394 1.061 0.18
H 1.17383 -3.35756 1.17593 -0.343 -0.744 -0.250 0.64
H 3.43816 -1.68758 3.26256 0.196 0.098 0.038 0.32
H 2.59944 -0.13063 3.12755 0.178 0.686 0.629 0.30
H 5.67970 -1.21150 2.27624 0.452 -0.272 0.164 0.35
H 6.99608 -0.95710 0.30132 -0.391 0.479 -0.384 0.32
H 5.98530 0.43077 -1.70282 0.278 -0.400 0.358 0.35
H 3.51439 1.13272 -1.48437 1.181 -0.574 0.244 0.09
O 0.25407 -1.51079 -1.32203 -2.169 -1.317 1.331 -0.74
S -0.98857 -2.10074 -0.65737 1.787 1.755 2.360 1.93
O -0.94463 -3.45835 -0.13381 0.680 0.868 0.046 -0.75
N -1.41836 -0.93769 0.43027 0.558 -1.675 -2.117 0.66
C -2.45826 -1.08432 1.33157 -0.385 -0.860 -0.451 -0.03
C -3.64188 -1.85676 1.22187 1.387 0.637 -0.280 -0.60
C -4.34968 -2.13501 2.39712 -0.598 -0.050 0.883 -0.45
C -4.02585 -1.59648 3.63026 -0.477 0.963 -0.498 -1.19
C -3.14409 -0.47117 3.65232 1.103 -0.288 -0.084 0.61
C -2.94440 0.42698 4.73686 1.823 -0.030 -0.902 -0.68
C -1.85611 1.30372 4.64854 -0.450 -0.020 -0.172 -0.65
C -0.98583 1.28371 3.52910 0.516 -0.017 0.098 -0.50
N -1.16453 0.44878 2.51584 1.192 2.229 0.693 0.53
C -2.24430 -0.29944 2.52341 -1.983 -1.810 0.300 -0.48
C -2.15529 -2.18844 -1.85832 -1.527 -0.591 -2.750 -0.23
C -2.82614 -1.02916 -2.27027 -1.262 -1.770 -0.743 -0.38
C -3.79754 -1.22117 -3.30469 0.753 0.322 0.597 -0.87
C -3.99283 -2.45110 -3.90135 0.304 -1.098 0.189 -0.41
C -3.33016 -3.62621 -3.42880 -0.643 0.505 -0.387 -0.55
C -2.36869 -3.49373 -2.45023 -0.170 1.458 0.332 -0.53
H -3.94561 -2.30312 0.26430 0.309 0.128 0.564 0.32
H -5.24635 -2.76072 2.36160 0.513 -0.158 -0.123 0.36
H -4.52738 -1.92114 4.54429 -0.069 0.309 -0.349 0.39
H -3.50264 0.36279 5.65179 -0.383 0.026 0.124 0.45
H -1.65691 2.02155 5.43744 -0.048 -0.131 0.014 0.39
H -0.06156 1.93610 3.46316 -1.260 -0.727 0.322 0.33
H -2.72389 -0.08514 -1.74255 0.158 -0.165 -0.131 0.58
H -4.44538 -0.41184 -3.61721 0.265 0.210 -0.047 0.42
H -4.65886 -2.53813 -4.76375 -0.053 0.030 0.492 0.37
H -3.65459 -4.63008 -3.77999 0.570 0.905 -0.002 0.34
H -1.77022 -4.33680 -2.11483 -0.291 0.248 0.144 0.46
C -0.03692 1.47854 -5.52280 -0.074 -0.494 0.752 -1.09
C 0.67492 0.33476 -4.71351 -0.116 -0.860 -1.407 -0.29
C 1.19170 0.73757 -3.41932 -1.432 1.996 2.682 0.08
N 1.17069 1.24173 -2.36018 0.825 -1.290 -2.516 0.05
H -0.48562 1.01215 -6.41513 0.357 0.261 0.245 0.37
H 0.71722 2.23522 -5.81671 -0.721 -0.248 0.195 0.32
H -0.88833 1.89002 -4.92745 0.896 -0.019 -0.428 0.30
H 1.47732 -0.08386 -5.34282 -0.189 0.129 0.306 0.35
H -0.02993 -0.51022 -4.53698 0.414 0.569 0.073 0.12
C 1.16895 6.58792 0.23843 0.758 1.147 1.714 -0.82
N 0.34265 5.41133 0.42569 -0.369 -0.169 0.088 -0.17
C 0.22135 4.44742 -0.48943 -1.624 -0.862 -0.063 0.47
N 0.90130 4.51570 -1.64653 0.817 -0.366 -0.096 -0.43
S -0.93496 3.17260 -0.31711 0.607 0.724 0.374 -0.39
H 1.45257 7.00066 1.28715 -0.248 -0.843 -1.801 0.29
H 0.64881 7.43295 -0.25408 0.161 -0.616 -0.087 0.29
H 2.10935 6.33741 -0.31394 -0.836 0.306 0.632 0.26
H -0.40306 5.37131 1.13362 0.861 0.172 -0.417 0.25
H 1.84185 4.91599 -1.62960 -0.544 -0.222 -0.317 0.22
H 0.75171 3.65655 -2.18318 0.506 0.495 0.126 0.09
```
Forces are in eV/Å.

---

Formula: C5H8O
Source: OMol25
Level of theory: ωB97M-V/def2-TZVPD

Properties
Structure (SMILES) ... C=CCCC=O
Charge ... 0
ΔE to the lowest compared entry with this formula, charge and spin ... 1.820 eV
Gap between HOMO and LUMO ... 10.54 eV
Maximum force ... 2.15 eV Å⁻¹
Calculated total energy ... -7360.435 eV
HOMO level ... -9.55 eV

The geometry in XYZ format:
```
14
Properties=species:S:1:pos:R:3:forces:R:3:mulliken_charge:R:1
C -1.80064 0.74913 0.18994 -0.272 -0.220 0.040 -0.68
C -1.17628 -0.40052 0.41750 -0.253 0.094 -0.097 -0.18
C -0.17599 -0.99334 -0.54422 0.198 0.135 -0.043 -0.48
C 1.16847 -0.55472 0.04884 0.906 0.296 -0.486 -0.45
C 1.38918 0.91214 0.04391 -0.668 0.703 0.544 -0.02
O 0.87552 1.67904 -0.73518 0.346 -0.022 0.354 -0.49
H -1.73902 1.25803 -0.76966 0.131 -0.076 0.220 0.25
H -2.40788 1.21575 0.95735 -0.063 -0.073 -0.062 0.25
H -1.27445 -0.89256 1.38860 0.030 0.112 -0.185 0.29
H -0.30794 -0.55036 -1.53565 0.010 -0.096 0.137 0.27
H -0.29006 -2.08432 -0.62576 0.254 0.325 0.058 0.31
H 1.40154 -1.05824 1.00052 0.121 0.417 -0.354 0.33
H 2.13071 -0.47499 -0.57335 -0.719 -2.024 -0.063 0.23
H 2.20685 1.19496 0.73715 -0.023 0.429 -0.065 0.37
```
Forces are in eV/Å.